{"formula": "C11H13Cl2N2", "method": "ωB97M-V/def2-TZVPD", "de_lowest_ev": 0.000, "total_charge": 1, "homo_energy_ev": [-10.581, -10.587], "elements": ["C", "C", "C", "C", "C", "C", "C", "C", "C", "C", "C", "N", "N", "Cl", "Cl", "H", "H", "H", "H", "H", "H", "H", "H", "H", "H", "H", "H", "H"], "coordinates": [[5.233, -0.216, -0.246], [4.873, 0.439, 0.959], [4.238, -0.801, -1.036], [3.532, 0.682, 1.216], [2.933, -0.685, -0.723], [2.565, 0.086, 0.388], [1.217, 0.219, 0.754], [-0.361, -0.808, -0.714], [-2.601, -0.386, 0.284], [-3.646, 1.014, -1.377], [-4.889, 0.055, 0.704], [-3.720, 0.083, -0.190], [-1.431, -0.071, -0.235], [-0.291, -2.466, -0.312], [-2.703, -1.654, 1.493], [6.208, -0.424, -0.477], [5.612, 0.732, 1.663], [4.454, -1.226, -1.981], [3.321, 1.209, 2.096], [2.222, -1.409, -1.106], [0.834, 0.961, 1.407], [-3.137, 1.950, -1.085], [-3.061, 0.460, -2.074], [-4.737, 1.080, -1.691], [-4.557, -0.245, 1.740], [-5.200, 1.056, 0.842], [-5.662, -0.528, 0.290], [-1.246, 0.893, -0.590]], "forces_ev_per_angstrom": [[-2.9, 0.2, 1.6], [-0.4, -0.5, -1.3], [0.9, 1.1, -0.5], [2.0, -0.9, -1.0], [-0.9, -1.2, 1.2], [-1.6, 1.0, 1.3], [-0.8, -2.3, -2.7], [2.7, 0.5, 0.6], [-0.1, -1.8, 0.6], [-1.9, -0.8, 1.4], [1.3, 0.4, 1.3], [0.1, 1.0, 0.6], [0.3, 1.7, -0.4], [-0.2, -0.5, 0.1], [0.5, 0.7, -0.7], [2.5, -0.1, -0.5], [0.6, 0.4, 0.3], [0.7, -0.9, -0.5], [-0.8, 0.8, 0.9], [-0.3, 0.7, -0.6], [0.2, 0.9, 1.0], [-0.7, -0.2, -0.3], [0.3, 0.0, -0.9], [1.7, 0.5, 0.1], [-0.7, 0.0, -1.4], [-0.6, 1.2, -0.2], [-0.9, -0.8, -0.3], [-1.0, -1.0, 0.5]]}

=====

{"formula": "C11H13GeNO5W", "method": "ωB97M-V/def2-TZVPD", "total_charge": 2, "homo_energy_ev": -17.031, "elements": ["W", "O", "C", "C", "C", "N", "C", "C", "C", "O", "O", "C", "O", "O", "H", "H", "H", "C", "Ge", "C", "C", "C", "H", "H", "H", "H", "H", "H", "H", "H", "H", "H"], "coordinates": [[-0.154, -0.263, -0.601], [-0.673, -2.406, 5.132], [-0.640, -1.975, 3.895], [-1.760, -1.437, 3.223], [-1.578, -1.003, 1.941], [-0.388, -1.069, 1.335], [0.672, -1.620, 1.945], [0.601, -2.079, 3.225], [1.847, -1.706, 1.005], [2.937, -2.079, 1.231], [1.406, -1.281, -0.244], [-2.627, -0.466, 0.999], [-3.765, -0.269, 1.214], [-2.017, -0.259, -0.230], [-1.539, -2.326, 5.558], [-2.738, -1.377, 3.683], [1.455, -2.529, 3.715], [-0.358, -0.054, -2.895], [0.726, 1.676, -2.313], [-0.401, 3.188, -2.686], [2.593, 1.519, -2.746], [0.364, 1.388, -0.195], [0.013, 0.173, -3.908], [-1.442, 0.096, -2.927], [-0.123, -1.136, -2.913], [-0.533, 3.274, -3.765], [0.103, 4.086, -2.330], [-1.369, 3.086, -2.200], [2.769, 1.939, -3.737], [2.930, 0.484, -2.716], [3.158, 2.095, -2.012], [0.528, 2.330, 0.319]], "forces_ev_per_angstrom": [[-0.3, 0.4, -0.1], [0.0, 0.0, 0.0], [0.0, 0.1, 0.0], [0.0, 0.0, 0.0], [0.0, 0.0, -0.1], [0.0, -0.1, 0.0], [0.0, 0.0, 0.0], [0.0, -0.1, 0.0], [0.0, -0.1, -0.1], [0.0, 0.0, 0.0], [0.2, 0.0, 0.0], [0.0, 0.0, 0.0], [0.0, 0.0, 0.0], [0.1, 0.1, 0.0], [0.0, 0.0, 0.0], [0.0, 0.0, 0.0], [0.0, 0.0, 0.0], [0.1, -0.2, 0.0], [0.0, -0.2, 0.1], [0.0, 0.0, -0.1], [0.0, 0.0, 0.0], [0.0, 0.0, 0.0], [0.0, 0.1, 0.0], [0.0, 0.0, 0.0], [0.0, 0.0, 0.1], [0.0, 0.0, 0.0], [0.0, 0.0, 0.0], [0.0, 0.0, 0.0], [0.0, 0.0, 0.0], [0.0, 0.0, 0.0], [0.0, 0.0, 0.0], [0.0, 0.0, 0.0]]}

=====

{"formula": "C11H13N", "method": "ωB97M-V/def2-TZVPD", "de_lowest_ev": 7.141, "homo_energy_ev": -8.075, "elements": ["C", "C", "C", "C", "C", "C", "C", "C", "C", "C", "C", "H", "H", "H", "H", "H", "H", "H", "H", "H", "H", "H", "H", "H", "N"], "coordinates": [[2.087, -1.063, 0.757], [1.056, -0.017, 0.351], [1.337, 1.107, -0.330], [0.575, 2.478, -0.449], [-0.798, 1.990, 0.358], [-1.205, 0.588, 0.284], [-2.546, 0.279, 0.224], [-3.068, -1.026, -0.094], [-2.171, -2.036, -0.111], [-0.914, -1.719, -0.074], [-0.312, -0.384, 0.236], [2.403, -1.654, -1.523], [4.135, -1.072, -0.509], [1.928, -2.008, 1.337], [2.794, -0.538, 1.649], [2.391, 1.196, -0.470], [0.441, 2.736, -1.500], [1.015, 3.252, 0.142], [-0.512, 2.395, 1.428], [-1.619, 2.702, 0.056], [-3.289, 1.153, -0.121], [-4.117, -1.118, -0.125], [-2.524, -3.026, -0.666], [-0.196, -2.503, -0.591], [3.110, -1.710, -0.260]], "forces_ev_per_angstrom": [[4.7, 0.3, 2.0], [0.7, -1.5, -1.9], [2.4, 2.1, 1.5], [-2.5, -5.0, 0.5], [1.3, 5.1, 0.8], [-2.2, 2.0, 0.4], [-4.1, 0.4, -3.2], [0.3, 4.2, 2.6], [-3.7, -3.6, -3.1], [8.4, 0.2, -0.7], [-2.0, -5.0, 0.3], [2.8, 0.0, 4.6], [-4.4, -1.8, 0.9], [-1.7, 1.1, -0.8], [-1.6, -1.0, -2.5], [1.0, 0.3, -0.3], [-0.2, 0.2, 0.2], [0.6, 0.3, 0.1], [-0.7, -1.3, -1.6], [0.5, -1.0, 0.3], [1.6, -1.8, 1.6], [-1.0, -0.3, -0.4], [0.9, 1.8, 1.8], [-1.0, 1.5, 1.8], [-0.1, 2.9, -4.6]]}

=====

{"formula": "C11H13N3", "method": "ωB97M-V/def2-TZVPD", "de_lowest_ev": 0.009, "homo_energy_ev": -7.813, "smiles": "Cn1ccc(NCc2ccccc2)n1", "elements": ["C", "N", "C", "C", "C", "N", "N", "H", "C", "C", "C", "C", "C", "C", "C", "H", "H", "H", "H", "H", "H", "H", "H", "H", "H", "H", "H"], "coordinates": [[2.866, -1.716, 2.685], [2.041, -1.594, 1.520], [0.953, -2.316, 1.195], [0.478, -1.833, 0.000], [1.365, -0.787, -0.332], [2.297, -0.651, 0.602], [1.388, -0.015, -1.473], [1.996, 0.786, -1.370], [0.144, 0.247, -2.158], [-0.930, 0.933, -1.338], [-0.623, 1.665, -0.200], [-1.625, 2.283, 0.529], [-2.945, 2.180, 0.127], [-3.259, 1.454, -1.009], [-2.258, 0.833, -1.733], [-2.507, 0.263, -2.617], [-4.288, 1.367, -1.329], [-3.726, 2.661, 0.697], [-1.371, 2.846, 1.415], [0.402, 1.751, 0.131], [-0.247, -0.709, -2.523], [0.373, 0.862, -3.036], [-0.376, -2.173, -0.548], [0.599, -3.111, 1.821], [3.770, -1.137, 2.514], [3.128, -2.761, 2.858], [2.355, -1.327, 3.571]], "forces_ev_per_angstrom": [[0.2, 0.0, 0.4], [-0.5, -0.3, -0.3], [0.1, 0.1, 0.0], [0.0, 0.1, 0.0], [0.1, -0.5, 0.6], [0.2, 0.5, -0.4], [0.3, 0.4, -0.2], [0.0, -0.1, 0.0], [0.0, 0.0, 0.0], [-0.1, 0.0, 0.0], [0.0, 0.0, -0.1], [0.0, 0.1, 0.0], [-0.1, 0.0, 0.1], [-0.1, 0.0, 0.0], [0.1, 0.0, 0.0], [0.0, -0.1, -0.1], [-0.1, 0.0, 0.0], [-0.1, 0.0, 0.0], [0.0, 0.0, 0.1], [0.1, 0.0, 0.0], [0.0, 0.1, -0.1], [0.0, -0.2, 0.1], [-0.2, -0.1, -0.1], [-0.1, -0.2, 0.1], [-0.1, -0.1, 0.0], [0.0, 0.1, 0.0], [0.1, 0.0, 0.0]]}

=====

{"formula": "C11H13N3O2S", "method": "ωB97M-V/def2-TZVPD", "de_lowest_ev": 13.421, "homo_energy_ev": -8.516, "smiles": "CCCNc1c(CC(=O)O)ccc2nsnc12", "elements": ["C", "C", "C", "N", "C", "C", "C", "C", "O", "O", "C", "C", "C", "N", "S", "N", "C", "H", "H", "H", "H", "H", "H", "H", "H", "H", "H", "H", "H", "H"], "coordinates": [[3.405, -0.820, 2.280], [2.549, -0.426, 0.898], [1.626, -1.713, 0.363], [0.769, -1.347, -0.829], [-0.568, -0.753, -0.431], [-0.978, 0.757, -1.023], [0.157, 1.485, -1.957], [-0.332, 2.865, -2.696], [-0.088, 2.949, -4.033], [-0.956, 4.032, -2.053], [-2.451, 1.378, -0.623], [-3.569, 0.632, 0.341], [-3.155, -0.846, 0.944], [-4.089, -1.642, 1.861], [-3.047, -3.051, 2.167], [-1.551, -2.815, 1.246], [-1.686, -1.474, 0.551], [2.671, -1.307, 3.071], [4.254, -1.603, 2.053], [3.919, 0.109, 2.778], [1.860, 0.523, 1.061], [3.378, -0.225, 0.063], [1.020, -2.216, 1.228], [2.429, -2.507, -0.024], [0.676, -2.127, -1.518], [1.119, 1.621, -1.266], [0.440, 0.698, -2.808], [-0.421, 4.217, -1.216], [-2.764, 2.461, -1.016], [-4.619, 1.143, 0.585]], "forces_ev_per_angstrom": [[-0.6, -0.3, 0.0], [0.5, -0.6, -0.1], [1.8, -0.4, 0.3], [-2.0, 0.5, 1.5], [-2.5, 3.0, -0.6], [-1.5, -3.5, 2.7], [-0.7, -0.8, 0.6], [1.6, 1.0, -6.8], [-2.0, -0.5, 8.9], [2.8, -2.9, 0.1], [-1.0, -2.5, 2.0], [4.2, -0.6, -1.8], [-0.6, 1.0, -0.2], [6.9, 0.3, -3.4], [1.0, 3.0, -2.5], [-3.3, 4.7, -0.9], [-1.4, -1.4, 1.4], [1.5, 1.0, -1.6], [-1.8, 1.5, 0.3], [-1.1, -1.7, -1.1], [1.5, -2.0, -0.3], [-2.1, -0.2, 1.7], [1.1, 1.1, -1.5], [-1.9, 1.6, 0.8], [-0.2, 0.9, 1.1], [-2.1, 0.0, -1.6], [-0.6, 2.1, 1.8], [-1.2, -0.5, -1.4], [0.9, -2.7, 0.9], [2.7, -1.3, -0.6]]}

=====

{"formula": "C11H13N3P", "method": "ωB97M-V/def2-TZVPD", "total_charge": 1, "homo_energy_ev": -11.232, "smiles": "Cc1ccc2c(c1)NC=C1N[C@H](P)[NH+]=C12", "elements": ["C", "C", "C", "C", "C", "C", "C", "C", "C", "C", "C", "N", "N", "N", "P", "H", "H", "H", "H", "H", "H", "H", "H", "H", "H", "H", "H", "H"], "coordinates": [[-0.955, -1.555, 0.148], [-2.325, -1.580, 0.021], [-2.346, 0.733, -0.509], [0.870, 2.316, 0.054], [-0.302, -0.317, 0.189], [-3.083, -0.410, -0.307], [-1.073, 0.860, -0.021], [1.652, 1.210, 0.328], [1.078, -0.075, 0.400], [3.487, -0.275, 0.667], [-4.551, -0.471, -0.448], [-0.460, 2.069, -0.152], [3.020, 1.091, 0.369], [2.138, -0.974, 0.702], [4.278, -0.960, -0.993], [-0.499, -2.460, 0.274], [-2.793, -2.501, 0.117], [-2.654, 1.613, -0.893], [1.214, 3.352, 0.168], [3.999, -0.202, 1.684], [-4.895, -1.530, -0.601], [-5.214, -0.068, 0.307], [-4.868, 0.219, -1.319], [-1.053, 2.856, -0.370], [3.552, 1.852, 0.815], [1.896, -1.884, 0.654], [4.259, -2.190, -0.480], [5.628, -0.717, -0.804]], "forces_ev_per_angstrom": [[-2.2, 1.9, 0.1], [0.9, 1.7, -0.3], [-0.5, -1.8, 1.8], [-0.1, -0.8, 0.8], [1.0, 0.8, 0.6], [0.9, -0.3, 0.6], [2.1, -1.1, -1.6], [-0.6, 0.2, -0.7], [2.2, -1.3, 0.6], [-1.1, 0.2, -0.5], [-1.6, 0.0, -2.4], [0.5, 0.8, 0.6], [1.1, 1.3, 1.0], [-1.3, 5.5, -0.2], [-1.1, 1.9, 0.4], [1.5, -2.1, 0.4], [-1.0, -1.5, 0.1], [-2.2, 2.6, -1.3], [-0.3, -0.5, -0.6], [-0.4, -1.0, -1.4], [0.3, 1.1, -0.2], [0.6, 0.1, 0.9], [0.5, -1.4, 0.8], [0.0, 0.1, 0.1], [-0.4, -0.7, -0.4], [0.1, -3.7, 0.0], [0.3, -2.1, 0.6], [0.6, 0.0, 0.4]]}

=====

Let's list DFT total energy in order: -1456.35224; -3001.31833; -481.45297; -591.21641; -1139.44259; -932.30648 hartree.